Molecular formula: C44H41N7O6PSTi
Method: DFT, ωB97M-V/def2-TZVPD

Calculated values
- maximum force (eV/A) = 0.9
- gap between HOMO and LUMO (alpha / beta) (eV) = 5.17 / 6.65
- energy above the lowest of the compared OMol25 structures with the same formula, charge and spin (kJ/mol) = 1.65

Geometry as ORCA input:
```
! RIJCOSX wB97M-V def2-TZVPD def2/J DEFGRID3
* xyz -1 3
Ti 0.232 0.539 -0.882
S -0.009 -2.370 -0.011
P -0.465 -0.286 3.004
O 2.522 -6.738 -4.624
O 1.431 -8.118 -3.290
O 2.223 -0.107 -1.173
O 1.748 6.571 -3.711
O 2.493 0.749 -7.573
O -1.317 0.601 0.154
N 0.347 0.323 -3.047
N -4.069 2.502 -0.520
N -1.696 -0.008 -1.018
N 4.442 -0.436 -1.104
N -0.031 2.420 -1.645
N 3.053 -1.440 0.460
N -3.275 -0.089 -4.051
C -2.719 0.627 -1.645
C 1.234 0.181 -7.229
C 0.918 1.436 -5.086
C -4.530 -0.140 2.337
C -2.617 -2.043 3.078
C 0.465 6.439 -3.097
C 1.205 -0.767 7.314
C 3.191 -0.648 -0.600
C 1.242 1.336 0.909
C -0.888 3.744 3.773
C -0.166 -0.627 7.192
C 1.991 -0.756 6.172
C -0.369 1.545 2.873
C -0.013 4.315 2.856
C 0.342 -5.975 -1.765
C -2.243 -0.702 2.900
C 0.610 1.475 -3.714
C 0.309 -0.837 -3.708
C 1.380 -0.618 4.938
C 0.283 5.031 -2.615
C -1.607 -3.103 3.425
C 0.672 3.513 1.964
C 0.506 2.118 1.925
C 0.928 0.235 -5.753
C 0.597 -0.933 -5.048
C 1.955 -4.554 -2.814
C -0.795 -0.464 5.955
C -0.473 3.489 -0.931
C 1.750 -6.983 -3.528
C 0.665 3.963 -3.381
C 1.359 -5.811 -2.710
C -4.907 -1.458 2.542
C 0.446 2.653 -2.925
C -3.024 0.228 -2.968
C -0.348 4.771 -1.369
C -0.071 -4.926 -0.973
C -3.206 0.230 2.517
C -1.039 2.369 3.779
C 0.520 -3.651 -1.065
C -2.298 -0.337 5.974
C -3.952 -2.395 2.906
C -3.462 1.660 -1.029
C 1.552 -3.504 -2.011
C -0.003 -0.461 4.795
H -0.122 -6.948 -1.676
H -0.782 -0.631 8.085
H -0.929 3.254 0.019
H -5.250 0.602 2.016
H -0.870 -5.067 -0.257
H -2.918 1.255 2.332
H 0.428 0.673 -7.784
H -1.431 4.358 4.481
H 5.242 -0.607 -0.521
H 0.033 -1.703 -3.119
H -2.617 0.139 6.903
H -1.694 1.918 4.514
H 0.141 5.388 2.843
H 3.831 -1.981 0.793
H -2.072 -4.089 3.421
H 1.275 -0.857 -7.558
H 1.988 -0.637 4.038
H 1.133 4.128 -4.342
H 2.570 1.603 -7.136
H 1.616 0.397 1.330
H 1.655 -0.883 8.292
H 2.088 1.909 0.515
H 3.066 -0.866 6.238
H -5.937 -1.762 2.398
H 2.610 -5.786 -4.744
H 0.361 7.128 -2.253
H 2.083 -1.742 0.684
H -4.239 -3.432 3.042
H -2.769 -1.323 5.927
H 1.096 2.366 -5.613
H 1.357 3.967 1.256
H 4.511 0.327 -1.756
H -2.694 0.231 5.139
H -0.793 -3.104 2.694
H 1.849 7.482 -4.000
H -1.163 -2.941 4.411
H 0.555 -1.894 -5.543
H -0.318 6.684 -3.826
H 2.034 -2.542 -2.119
H 2.774 -4.368 -3.504
H -0.721 5.578 -0.752
*
```

Molecular formula: C44H43Cl2N5O2P2STa
Method: DFT, ωB97M-V/def2-TZVPD

Calculated values
- maximum force (eV/A) = 0.7
- gap between HOMO and LUMO (eV) = 4.53
- energy above the lowest of the compared OMol25 structures with the same formula, charge and spin (kJ/mol) = 0.00

Geometry as ORCA input:
```
! RIJCOSX wB97M-V def2-TZVPD def2/J DEFGRID3
* xyz 3 1
Ta 1.499 0.219 -0.205
Cl 6.413 1.186 -0.095
Cl 5.556 0.604 -2.866
S 2.295 0.283 2.105
P -0.164 1.690 1.312
P -0.686 0.522 -1.873
O 3.712 -0.341 -0.413
O 2.781 1.516 -0.932
N 1.474 -1.835 0.415
N 1.807 -1.023 -2.024
N 1.410 -2.258 1.734
N -2.507 1.487 0.017
N 1.915 -1.601 3.877
C 2.344 4.383 3.160
C 2.656 -3.970 4.185
C 0.010 2.966 -5.678
C -2.186 -0.460 4.798
C 2.198 -0.542 -3.208
C -4.469 0.028 -0.103
C 1.410 -4.235 -0.154
C -1.228 -1.181 -2.164
C -1.737 -1.858 -1.052
C -1.159 1.512 3.886
C 5.189 1.394 -1.324
C -1.181 -1.822 -3.400
C -6.018 -0.108 1.739
C -2.134 -3.800 -2.410
C -5.253 0.818 2.431
C -3.699 0.963 0.594
C 2.569 5.279 2.122
C -4.103 1.352 1.872
C 2.405 -2.737 -4.124
C 1.752 -2.365 -1.854
C -1.097 1.165 -4.533
C 1.510 -2.794 -0.475
C 1.532 3.279 2.968
C 1.836 -1.354 2.578
C -2.182 -3.165 -1.175
C -0.290 1.379 -3.411
C -1.210 -0.531 2.607
C 0.794 3.204 -4.557
C 0.641 2.419 -3.425
C -2.240 1.430 -1.383
C -0.834 0.802 2.726
C -1.693 2.486 0.655
C 1.624 -2.904 4.495
C -1.885 -1.161 3.641
C 2.512 -1.369 -4.277
C -0.939 1.954 -5.662
C 1.978 5.075 0.883
C 1.155 3.979 0.688
C 0.919 3.073 1.731
C -1.825 0.875 4.920
C -5.619 -0.493 0.469
C 2.018 -3.246 -2.887
C -1.642 -3.125 -3.519
C 3.904 0.781 -0.855
H 0.618 -3.205 4.192
H -0.988 -1.095 1.708
H 2.835 -0.924 -5.207
H -0.805 -1.312 -4.277
H -1.459 3.303 -0.034
H -1.860 0.397 -4.532
H -3.048 0.971 -1.953
H 0.684 3.847 -0.282
H -2.109 2.436 -1.803
H -6.208 -1.202 -0.097
H 0.455 -4.607 -0.538
H -4.199 -0.308 -1.093
H -2.595 -3.673 -0.314
H 2.145 5.775 0.077
H -1.833 -1.356 -0.094
H -2.716 -0.949 5.604
H -6.918 -0.513 2.178
H 1.949 -4.311 -2.732
H 2.803 4.549 4.124
H -2.074 1.426 5.816
H -2.503 -4.811 -2.513
H 1.519 4.007 -4.562
H -2.176 2.950 1.515
H 0.128 3.580 -6.560
H 2.632 -3.407 -4.942
H -3.546 2.070 2.455
H -1.629 -3.611 -4.485
H 2.204 -4.789 -0.652
H 2.590 -4.323 3.162
H -1.566 1.783 -6.526
H -0.916 2.563 3.984
H 2.159 -0.837 4.486
H 3.665 -3.604 4.364
H 1.451 -4.406 0.914
H 1.253 2.636 -2.555
H 1.378 2.583 3.780
H 5.024 2.453 -1.513
H 2.263 0.531 -3.309
H 3.201 6.141 2.282
H -5.553 1.145 3.417
H 2.492 -4.822 4.843
H 1.599 -2.714 5.566
H -2.185 -2.195 3.537
*
```

Molecular formula: C44H43Cl69IN3O4P
Method: DFT, ωB97M-V/def2-TZVPD

Calculated values
- maximum force (eV/A) = 8.5
- gap between HOMO and LUMO (eV) = 6.89

Geometry as ORCA input:
```
! RIJCOSX wB97M-V def2-TZVPD def2/J DEFGRID3
* xyz 1 1
I 4.802 -0.578 1.188
Cl 2.207 9.836 7.968
Cl 8.410 0.520 -0.467
Cl -1.819 -0.284 -11.378
Cl -5.030 4.346 -6.155
Cl -4.645 -1.038 -4.569
Cl -1.671 4.818 7.622
Cl 13.273 5.781 3.462
Cl -4.252 5.164 8.908
Cl 6.374 0.769 -4.591
Cl 2.728 -6.220 2.522
Cl 0.442 7.568 7.552
Cl 2.959 3.282 -0.596
Cl 2.100 9.429 2.300
Cl 0.104 7.942 0.804
Cl -1.877 4.720 10.517
Cl 0.168 7.777 3.702
Cl 1.442 -8.969 5.508
Cl -2.874 0.649 -6.122
Cl 2.472 6.074 0.036
Cl -3.558 -11.133 5.960
Cl -1.740 4.069 -9.811
Cl -9.899 -0.815 -3.595
Cl -0.149 2.011 -8.521
Cl -4.045 -9.890 3.381
Cl 4.862 5.308 -1.425
Cl -4.621 -1.042 -11.289
Cl -1.803 -1.664 -4.748
Cl -9.918 -0.674 -6.492
Cl -3.621 -2.827 0.619
Cl 4.610 -0.927 -3.026
Cl -2.234 7.240 9.123
Cl -8.376 -2.736 -5.152
Cl -7.517 0.035 -5.023
Cl 0.322 -6.662 4.142
Cl 7.634 2.824 1.115
Cl -3.527 -2.024 -7.056
Cl -4.820 2.025 -4.425
Cl 11.116 7.198 2.133
Cl 5.173 -7.572 3.319
Cl 8.234 -5.254 4.838
Cl 4.600 4.630 1.385
Cl -3.881 1.738 -11.680
Cl 10.422 2.038 0.978
Cl 0.267 9.882 5.809
Cl 0.666 4.792 -8.356
Cl -0.689 10.230 2.407
Cl -3.455 0.470 -9.101
Cl 8.527 0.389 2.429
Cl 5.324 6.354 -5.798
Cl 7.443 -1.551 -3.210
Cl 6.654 -4.384 7.113
Cl 5.725 -1.902 -5.525
Cl -0.311 -9.346 3.225
Cl -4.733 -12.679 3.802
Cl 3.667 6.404 -8.182
Cl -3.062 4.298 -4.016
Cl -1.946 -11.878 3.661
Cl -1.391 -8.381 5.741
Cl 3.544 4.134 -6.373
Cl 5.458 -4.489 4.470
Cl 3.163 -8.997 1.785
Cl 4.731 -6.901 0.530
Cl 13.486 6.435 0.641
Cl 11.608 4.403 1.523
Cl 5.905 4.562 -8.007
Cl 7.452 -2.468 5.082
Cl -1.683 3.881 -6.914
Cl -0.624 10.075 8.565
Cl -5.889 4.519 -3.387
P -1.821 -3.842 0.960
O -1.690 -1.670 2.867
O -2.315 1.828 2.394
O -2.116 -4.759 2.423
O 1.203 -4.590 -3.260
N -0.074 0.821 2.130
N -0.535 -1.442 2.172
N -1.469 -1.825 5.479
C -7.891 -0.969 0.095
C -1.192 0.814 -1.687
C -3.444 0.221 -10.862
C -0.915 -0.704 -1.199
C -3.671 1.419 -0.797
C -5.256 1.172 -1.119
C 0.015 -8.341 4.655
C -6.127 1.112 0.256
C 6.039 -0.903 -4.089
C 6.950 -4.149 5.376
C -7.542 -2.075 -1.052
C -2.509 5.486 9.043
C 3.066 -1.918 3.299
C -0.727 3.688 -8.401
C -8.928 -1.048 -5.065
C 4.610 5.363 -7.090
C -1.213 1.465 2.901
C 0.427 -3.537 -0.828
C 0.732 1.962 1.685
C 3.950 -7.424 2.039
C 2.292 -0.390 -1.917
C 8.747 1.443 1.015
C 1.102 -3.011 -3.588
C -2.776 0.913 -2.073
C 0.800 -2.377 0.201
C -0.326 -2.709 1.385
C -6.486 -0.434 0.694
C 2.361 -2.471 0.708
C 0.573 9.341 7.474
C 1.359 0.111 -0.908
C 3.723 4.824 -0.150
C 12.371 5.955 1.940
C -4.701 3.797 -4.496
C 0.421 8.845 2.303
C 1.605 -3.670 -2.104
C 0.358 -3.682 2.513
C 0.298 -0.813 -0.073
C 0.979 -4.518 3.337
C 2.806 -1.378 1.800
C -0.859 1.728 4.480
C -0.482 -0.232 1.217
C -3.212 -1.022 -5.624
C -3.571 -11.395 4.201
C -1.543 -1.566 4.281
H -5.538 1.555 1.162
H -3.419 0.831 0.172
H -0.480 2.818 4.643
H -6.925 -2.952 -0.605
H -2.937 1.687 -2.930
H 1.630 -5.396 3.787
H 3.681 -1.096 3.855
H -0.961 1.628 -0.907
H -6.876 -1.630 -1.903
H 0.190 2.537 0.824
H -0.470 -1.262 -2.124
H -0.009 1.018 4.851
H -3.525 2.547 -0.628
H -0.574 1.036 -2.650
H -1.597 -0.093 0.883
H 0.551 -4.614 -0.400
H -3.026 -4.480 2.740
H 2.038 -1.936 3.855
H 3.357 -0.787 -1.685
H -8.506 -2.496 -1.529
H 3.107 -2.293 -0.174
H -8.418 -1.565 0.947
H 3.538 -2.960 3.357
H 0.895 2.758 2.517
H -5.704 1.999 -1.780
H -0.498 -3.400 -1.487
H 2.781 -3.572 -1.815
H -6.463 -0.560 1.841
H -5.656 -1.080 0.222
H -1.858 -1.283 -0.906
H -1.784 1.477 5.115
H 1.797 1.698 1.302
H -0.043 -3.029 -3.729
H 0.187 -1.362 2.921
H -3.213 -0.099 -2.398
H 2.635 -3.555 1.053
H -5.356 0.130 -1.639
H -8.571 -0.122 -0.322
H 1.940 -0.297 -3.019
H -7.129 1.690 0.184
H 1.857 -3.108 -4.467
H 1.373 1.275 -0.832
H 2.170 -0.433 1.878
*
```

Molecular formula: C44H43F4N7O4
Method: DFT, ωB97M-V/def2-TZVPD

Calculated values
- maximum force (eV/A) = 6.7
- gap between HOMO and LUMO (eV) = 7.66
- SMILES = O=C1OC(=O)C(C(F)(F)C(F)F)=C1CCCO.c1ccncc1.c1ccncc1.c1ccncc1.c1ccncc1.c1ccncc1.c1ccncc1.c1ccncc1

Geometry as ORCA input:
```
! RIJCOSX wB97M-V def2-TZVPD def2/J DEFGRID3
* xyz 0 1
F -0.941 2.446 2.967
F 0.967 2.832 1.767
F -0.447 4.056 4.815
F 1.217 4.940 3.435
O -0.846 -0.295 4.082
O 5.693 3.211 2.275
O 3.432 -1.422 4.669
O 1.242 -0.633 5.292
N -8.694 1.988 -5.776
N -6.059 -3.244 -2.787
N -11.790 5.131 -2.778
N 11.197 0.916 2.304
N 6.471 -0.172 1.085
N -4.943 -1.633 1.265
N 5.230 -5.641 1.404
C 0.780 3.768 4.114
C -9.648 1.665 -6.664
C 12.841 0.646 0.566
C -10.593 3.116 -3.331
C 2.532 -0.558 4.640
C -6.883 -0.742 -3.712
C -3.795 -1.680 1.961
C 4.632 2.388 4.475
C 10.523 0.324 0.070
C 1.122 1.237 3.734
C 5.933 3.006 3.693
C 5.976 -2.479 0.600
C -3.560 0.688 1.969
C 6.903 -0.043 -0.181
C 6.397 -7.672 0.850
C -4.744 0.766 1.248
C -11.873 4.683 -1.515
C -7.430 2.012 -6.231
C 5.624 -7.317 3.087
C 6.900 -1.074 -1.105
C -6.109 -2.174 -1.975
C 12.469 0.923 1.872
C -11.343 3.476 -1.087
C -3.072 -0.558 2.336
C -6.839 -1.829 -4.573
C 5.122 -6.097 2.663
C 6.427 -2.316 -0.702
C -11.153 4.341 -3.658
C 3.678 1.766 3.343
C -6.424 -3.050 -4.065
C -9.397 1.362 -7.992
C -10.692 2.680 -2.018
C -6.513 -0.913 -2.385
C 0.336 0.004 4.393
C -7.075 1.729 -7.540
C 5.864 -6.435 0.526
C 10.253 0.618 1.397
C 6.016 -1.384 1.448
C 0.472 2.538 3.076
C 2.487 0.858 3.896
C -5.393 -0.415 0.925
C 6.273 -8.117 2.158
C 11.845 0.340 -0.350
C -8.082 1.396 -8.435
H -6.039 1.766 -7.851
H -5.807 -2.359 -0.949
H -6.323 -0.406 0.366
H 4.342 1.072 2.694
H -7.121 -1.730 -5.614
H 13.211 1.165 2.626
H -10.091 2.520 -4.084
H 7.266 0.945 -0.447
H -6.377 -3.930 -4.698
H 5.063 1.588 5.178
H 4.153 3.261 5.063
H 9.234 0.621 1.772
H -10.264 1.727 -1.723
H 5.920 2.390 1.773
H 6.897 -8.271 0.100
H -7.204 0.230 -4.071
H 6.859 2.325 3.795
H 13.884 0.670 0.273
H 5.509 -7.633 4.116
H 6.233 4.041 4.111
H 4.603 -5.437 3.351
H 5.601 -3.434 0.949
H -10.207 1.106 -8.663
H -6.679 2.275 -5.493
H 9.720 0.088 -0.617
H 6.678 -9.080 2.451
H 7.259 -0.913 -2.114
H -3.453 -2.677 2.221
H 5.672 -1.460 2.475
H -10.661 1.656 -6.271
H 12.097 0.117 -1.381
H -2.150 -0.657 2.901
H 3.225 2.631 2.748
H 6.411 -3.149 -1.397
H 5.939 -6.041 -0.483
H -7.844 1.166 -9.468
H -11.438 3.167 -0.054
H -6.537 -0.087 -1.687
H -11.098 4.728 -4.671
H -12.394 5.340 -0.825
H 1.569 3.399 4.867
H -5.152 1.722 0.945
H -3.023 1.589 2.242
*
```